Here is C6H13NO10Tl2 as an isolated structure from the OMol25 dataset. Energies are from wB97M-V/def2-TZVPD.

```
32
Properties=species:S:1:pos:R:3:mulliken_charge:R:1
Tl 1.434 3.569 1.969 1.106
Tl 3.245 -1.214 2.546 1.074
O -0.159 -4.597 0.127 -0.075
O -2.838 2.994 -0.743 -0.189
O 3.173 1.337 -1.930 -0.171
O -1.165 -2.512 0.139 -0.174
O -0.933 2.407 0.315 -0.302
O 0.952 -2.757 1.066 -0.351
O -1.341 1.808 -1.843 -0.227
O 1.189 0.776 1.884 -0.375
O 3.468 2.114 0.051 -0.290
O 3.466 -0.023 -0.200 -0.258
N 3.428 1.149 -0.699 1.026
C -1.667 2.364 -0.655 0.760
C -1.011 -1.092 0.047 -0.739
C -0.031 1.408 -2.190 -0.420
C -0.033 -3.241 0.500 0.608
C -3.355 3.858 0.275 -0.566
C 0.735 -5.584 0.781 -0.507
H -2.675 4.705 0.188 0.353
H 0.750 1.123 -1.485 -0.119
H -0.359 -0.681 -0.723 0.362
H -4.420 4.070 0.186 0.286
H 0.068 0.620 -2.936 0.444
H 1.795 -5.331 0.770 0.338
H 0.582 -5.727 1.851 0.376
H -3.313 3.505 1.305 0.315
H 0.308 2.321 -2.679 0.415
H -0.791 -0.705 1.043 0.354
H 0.795 0.521 1.026 0.270
H -1.969 -0.654 -0.235 0.362
H 0.671 -6.532 0.247 0.316
```

Properties
Frontier orbital gap, eV: 2.3
E_LUMO, eV: -20.74
M, g mol⁻¹: 667.9
Calculated total energy, eV: -37719.627
Net charge: +4
Energy relative to the best compared isomer or geometry (same formula, charge and spin), eV: 1.450

***

Here is a 5-piece molecular cluster, C3H15O5 overall from the OMol25 dataset. Energies are from wB97M-V/def2-TZVPD.

```
23
Properties=species:S:1:pos:R:3:mulliken_charge:R:1
O -1.019 0.082 1.289 -0.692
O 2.485 0.179 1.853 -0.694
O 2.359 1.708 -1.977 -0.670
O -3.209 0.587 -0.428 -0.685
O 0.806 1.521 0.271 -1.038
C -1.054 -1.454 -1.638 -1.065
C -0.604 -1.241 1.083 -0.660
C -0.388 -1.912 -0.338 -0.296
H -0.597 -2.052 -2.435 0.375
H 0.539 2.392 0.505 0.116
H 3.062 1.062 -1.955 0.272
H 3.246 -0.038 1.320 0.261
H -0.756 -2.927 -0.146 0.260
H -2.481 0.604 0.236 0.441
H -0.816 -0.428 -1.910 0.270
H -0.240 0.639 0.929 0.471
H -3.519 -0.291 -0.611 0.267
H -1.386 -1.891 1.495 0.437
H 1.969 0.851 1.337 0.432
H 0.680 -2.022 -0.540 0.292
H 0.296 -1.460 1.661 0.288
H 1.699 1.399 -1.317 0.362
H -2.118 -1.676 -1.652 0.255
```

Properties
Frontier orbital gap, eV: 8.7
E_LUMO, eV: 3.69
M, g mol⁻¹: 131.1
Calculated total energy, eV: -13593.020
Net charge: -1
Energy relative to the best compared isomer or geometry (same formula, charge and spin), eV: 0.831

***

Here is a 8-piece molecular cluster, C42H75Cl16FIN4O3 overall from the OMol25 dataset. Energies are from wB97M-V/def2-TZVPD.

```
142
Properties=species:S:1:pos:R:3:mulliken_charge:R:1
I -3.099 -1.993 1.653 0.079
Cl -2.146 -5.387 0.414 -0.039
Cl 3.129 1.244 -11.012 -0.319
Cl 1.543 5.490 -16.146 -0.176
Cl 3.868 1.844 -0.117 -0.119
Cl -4.663 -1.383 8.974 -0.178
Cl 4.905 4.746 0.769 -0.176
Cl 3.614 -2.928 -9.204 -0.218
Cl 0.093 -4.035 5.721 0.070
Cl 2.292 5.266 -12.818 -0.202
Cl -2.012 0.479 7.879 -0.076
Cl 0.729 -1.981 -7.634 -0.227
Cl 0.243 2.191 -9.443 -0.239
Cl -3.640 -4.125 -2.390 -0.161
Cl -4.949 4.795 2.421 -0.200
Cl -7.721 4.018 0.577 -0.174
Cl 2.668 -4.714 7.865 -0.179
F -0.370 2.342 -0.256 -0.500
O 2.763 0.704 2.840 -0.499
O -0.509 -0.809 -0.112 0.241
O 2.827 0.918 -5.923 -0.476
N 1.609 1.388 2.856 0.760
N -1.582 2.335 2.981 -0.011
N 1.079 0.100 4.740 -0.084
N 0.747 -0.041 -2.738 0.102
C 3.255 4.141 1.465 -0.081
C 1.422 -1.006 6.982 -0.753
C 0.457 1.332 0.508 0.645
C 0.821 -1.646 2.222 -1.663
C -1.957 -0.921 8.980 -0.294
C -0.537 1.961 3.967 -0.497
C -0.631 -0.671 -2.697 -0.772
C 0.337 -0.638 5.757 2.180
C -7.008 3.057 1.896 -0.384
C 1.034 -5.423 7.892 -0.380
C -3.632 -5.823 -1.851 -0.444
C 1.337 -0.181 -4.140 -0.506
C -1.073 3.891 5.976 -0.632
C 3.103 1.871 -3.612 -0.923
C 0.459 -5.596 6.495 -0.671
C -0.188 2.639 5.395 -0.453
C 1.690 -5.443 2.357 -0.903
C 1.644 -4.035 1.480 0.234
C -3.846 -1.499 4.623 -0.889
C -2.664 -0.438 4.098 1.245
C -2.336 3.484 3.510 -0.003
C 1.418 3.253 -10.259 -0.404
C -2.214 4.276 4.887 -0.334
C -6.404 3.933 2.983 -0.379
C 2.050 2.585 -11.470 -0.151
C 1.903 -0.919 -8.451 0.371
C -3.012 -1.962 8.638 -0.270
C -0.319 -0.451 2.520 3.339
C 2.741 6.456 -15.249 -0.429
C -1.609 -1.217 3.136 -2.607
C -1.399 -0.484 -1.226 -0.200
C -3.662 -5.945 -0.335 -0.560
C 2.033 1.210 -4.693 0.113
C 0.424 0.657 3.531 0.042
C 2.536 -1.586 -9.662 -0.070
C 1.865 -4.249 -0.134 -0.993
C 2.734 2.779 1.043 0.055
C 3.414 5.656 -14.145 -0.475
C 2.476 5.126 2.515 -0.709
C 0.287 -3.123 1.841 1.020
C 1.282 2.163 1.616 -0.465
C -0.548 0.161 0.980 -1.414
H -0.879 4.395 7.024 0.376
H 3.832 4.719 -14.524 0.324
H -1.317 -0.275 -3.563 0.401
H 1.819 2.156 3.572 0.791
H 3.986 1.138 -3.343 0.324
H -6.097 3.314 3.831 0.262
H 1.969 -5.217 3.493 0.056
H 1.144 -6.147 5.843 0.351
H -0.481 0.028 6.317 -1.092
H 1.120 -6.398 8.382 0.377
H -4.522 -6.295 -2.279 0.346
H 0.695 2.303 6.117 0.065
H -3.186 3.879 2.766 -0.008
H 0.397 -4.786 8.514 0.223
H 1.209 0.901 -0.312 0.226
H 2.416 -3.293 -0.547 0.240
H 0.669 -6.045 2.309 0.179
H 1.791 0.691 5.202 0.582
H -3.486 -2.613 4.634 0.260
H -2.860 -2.858 9.247 0.374
H 2.657 -0.619 -7.717 0.228
H -2.249 0.063 5.058 -0.436
H 0.871 4.148 -10.571 0.309
H 2.194 4.571 3.506 0.137
H 4.230 6.240 -13.708 0.315
H 0.911 -1.801 7.675 0.023
H -2.963 -2.254 7.584 0.068
H 1.533 5.564 1.931 0.261
H 3.186 6.069 2.683 0.381
H -1.945 0.546 -1.166 0.295
H 2.234 7.342 -14.854 0.310
H 0.632 0.994 -2.597 0.084
H 2.580 -6.114 1.949 0.417
H 0.470 -0.440 -4.892 0.188
H -2.948 5.154 5.133 0.358
H -4.487 -5.371 0.099 0.288
H 2.172 3.553 -9.525 0.351
H -4.067 -1.221 5.762 0.170
H -1.651 0.618 0.988 0.454
H -7.120 4.677 3.345 0.389
H 1.292 2.193 -12.156 0.387
H 3.146 -0.862 -10.209 -0.037
H 3.781 1.153 -5.683 0.300
H -1.362 -2.195 3.779 0.156
H -0.482 -6.152 6.547 0.302
H -2.750 -6.311 -2.277 0.300
H -3.790 -6.993 -0.049 0.317
H 1.555 -1.334 1.331 -0.062
H 1.778 -1.979 -10.348 0.379
H -3.255 0.339 3.410 0.253
H -0.475 -1.841 -2.878 0.385
H 2.585 -3.405 1.858 0.171
H 2.114 -1.086 -4.180 0.152
H 2.478 -5.250 -0.350 0.345
H -7.814 2.448 2.315 0.326
H -2.256 -1.315 -1.232 -0.100
H 1.357 -0.024 -8.763 -0.317
H -6.263 2.383 1.461 0.234
H 2.421 -1.481 6.551 0.292
H 2.919 0.198 1.997 0.386
H 0.653 3.163 1.803 0.141
H -0.959 -1.358 8.885 0.041
H -0.253 -3.724 2.698 0.127
H 2.661 3.310 -12.017 -0.014
H 2.484 2.192 -2.657 0.112
H 0.810 -4.296 -0.638 0.170
H -0.393 -3.212 0.890 -0.424
H -0.144 -1.668 5.487 -1.266
H 1.557 -1.821 3.131 0.237
H -4.877 -1.331 4.065 0.332
H 3.488 6.788 -15.976 0.312
H 1.709 -0.032 7.602 0.294
H -2.072 -0.552 10.004 0.439
H 3.558 2.860 -4.071 0.371
H 1.239 2.036 -4.962 0.177
```

Properties
Frontier orbital gap, eV: 7.7
E_LUMO, eV: -3.08
M, g mol⁻¹: 1397.2
Calculated total energy, eV: -268025.810
Net charge: +1

***

Here is a 2-piece molecular cluster, C12H12BrO4P overall from the OMol25 dataset. Energies are from wB97M-V/def2-TZVPD.

```
30
Properties=species:S:1:pos:R:3:mulliken_charge:R:1
Br -0.950 2.021 -0.367 -0.144
P -2.138 0.969 -3.394 0.367
O 3.343 -3.027 -1.302 -0.498
O 1.081 0.692 1.480 -0.464
O -2.136 -0.588 2.774 -0.522
O -3.398 0.156 -3.410 -0.628
C 3.210 -0.056 0.756 -0.402
C -2.194 1.621 3.746 -0.845
C 2.972 -1.934 -0.965 0.221
C 1.041 -0.163 -0.820 0.758
C -0.140 0.539 -1.339 -0.183
C -1.980 0.139 3.987 -0.226
C -0.063 -1.032 -3.387 -0.621
C 1.102 -1.686 -2.821 -0.582
C 1.687 -1.265 -1.562 0.244
C -0.668 0.085 -2.643 0.531
C 3.759 -1.072 0.053 -0.463
C 1.692 0.221 0.547 0.254
H -1.480 -0.253 2.148 0.277
H -3.192 1.803 3.341 0.261
H -2.285 2.241 -2.756 0.041
H -2.710 -0.242 4.702 0.299
H 3.800 0.566 1.459 0.389
H 1.566 -2.516 -3.402 0.376
H 4.841 -1.300 0.200 0.343
H -2.082 2.188 4.673 0.335
H -0.976 -0.049 4.383 0.242
H -0.508 -1.338 -4.360 0.369
H -1.476 1.998 3.013 0.183
H -1.719 1.283 -4.735 0.087
```

Properties
Frontier orbital gap, eV: 8.3
E_LUMO, eV: -1.64
M, g mol⁻¹: 331.1
Calculated total energy, eV: -100157.565
Energy relative to the best compared isomer or geometry (same formula, charge and spin), eV: 0.000
SMILES: O=[PH2]c1ccc2c(c1Br)C(=O)C=CC2=O.CCO

***

Here is a 6-piece molecular cluster, C24H45N4O6PS2 overall from the OMol25 dataset. Energies are from wB97M-V/def2-TZVPD.

```
82
Properties=species:S:1:pos:R:3:mulliken_charge:R:1
S -1.100 -0.062 -3.999 -0.190
S -1.690 3.963 -2.933 -0.320
P -2.211 -0.730 2.313 0.236
O -2.033 -2.143 -6.911 -0.428
O 6.446 -0.809 5.755 -0.449
O -5.238 -0.445 -8.069 -0.541
O -2.427 0.798 2.925 -0.499
O 4.484 3.279 4.203 -0.480
O -4.698 5.796 -4.923 -0.491
N -0.379 -2.277 0.650 -0.250
N 0.110 -2.070 -2.133 -0.537
N -3.029 1.596 -2.421 -0.603
N -3.437 3.473 1.647 -0.742
C -3.904 -1.479 2.384 -1.281
C -3.643 1.447 0.316 -1.555
C -1.027 -1.354 -0.127 -0.172
C -4.613 -0.049 -6.849 -0.483
C 2.998 -2.067 0.851 -0.117
C 7.523 0.122 5.781 -0.570
C 0.489 -3.027 0.032 0.486
C 4.361 -1.588 2.948 -0.375
C 2.763 -3.564 1.026 -0.498
C -1.452 -0.253 -2.262 0.063
C -2.960 2.723 0.747 0.133
C -2.625 0.467 -0.261 0.385
C 3.342 3.416 5.043 -0.545
C 4.364 -1.606 1.407 -1.179
C -2.467 2.667 -2.548 0.377
C -2.348 0.580 -1.653 0.469
C -0.776 -1.242 -1.501 0.603
C 3.735 -0.297 3.529 -0.217
C 2.303 -0.476 4.049 -1.158
C -0.675 -2.477 -7.205 -0.555
C 1.283 -4.019 0.837 -1.171
C -1.970 -0.479 0.495 0.574
C -5.544 5.752 -3.780 -0.474
C 0.717 -2.927 -1.368 -0.497
H -3.159 0.852 3.548 0.281
H -2.569 -2.425 -7.657 0.279
H -4.357 1.660 -0.479 0.593
H -2.804 4.263 1.776 0.286
H -4.959 5.871 -2.864 0.215
H -0.342 -1.963 -8.110 0.279
H -2.012 2.952 0.246 0.385
H 8.252 -0.142 6.552 0.275
H -6.259 6.567 -3.847 0.242
H -0.063 -2.157 -6.366 0.171
H 2.425 3.280 4.462 0.240
H 3.390 2.648 5.810 0.200
H -4.504 -0.907 -6.181 0.199
H 0.819 -4.061 1.823 0.346
H -0.569 -3.557 -7.339 0.276
H 7.159 1.137 5.961 0.262
H -3.626 0.335 -7.090 0.199
H 3.820 -2.447 3.346 0.315
H 4.348 -0.019 4.389 0.126
H -4.144 0.982 1.159 0.311
H -4.078 5.066 -4.840 0.277
H -5.191 0.734 -6.350 0.346
H 3.349 -4.074 0.254 0.301
H 1.438 -3.593 -1.833 0.460
H 1.225 -5.016 0.400 0.371
H 1.653 -1.039 3.377 0.208
H 3.130 -3.939 1.980 0.360
H 5.171 -2.218 1.000 0.430
H 6.018 -0.778 6.615 0.267
H 4.479 -0.578 1.055 0.419
H 2.308 -0.989 5.012 0.388
H -2.049 -0.778 -4.633 0.163
H 3.322 4.397 5.524 0.321
H 5.404 -1.595 3.267 0.212
H 4.427 3.960 3.527 0.267
H 2.993 -1.831 -0.216 0.317
H 8.009 0.090 4.809 0.222
H -6.110 -0.787 -7.855 0.298
H -6.090 4.805 -3.745 0.227
H -4.434 -1.413 1.432 0.354
H -4.502 -1.000 3.162 0.397
H -3.823 -2.530 2.658 0.337
H 1.844 0.505 4.192 0.252
H 3.815 0.537 2.829 0.350
H 2.243 -1.452 1.343 0.030
```

Properties
Frontier orbital gap, eV: 7.6
E_LUMO, eV: -0.42
M, g mol⁻¹: 580.8
Calculated total energy, eV: -74819.502
SMILES: [H]/N=C/Cc1c(N=C=S)c(S)c2ncc(CCCCCCC)nc2c1P(C)O.CO.CO.CO.CO.CO

***

Here is a 2-piece molecular cluster, C3H10NO overall from the OMol25 dataset. Energies are from wB97M-V/def2-TZVPD.

```
15
Properties=species:S:1:pos:R:3:mulliken_charge:R:1
O 1.253 -1.427 2.025 -0.500
N 0.196 1.508 -1.638 -0.430
C -0.219 -0.916 0.186 -0.343
C 0.835 -0.430 1.131 -0.252
C -1.491 -0.492 0.181 -0.676
H -0.351 2.366 -1.679 0.393
H 0.478 0.455 1.673 0.310
H 1.744 -0.136 0.599 0.207
H 1.038 1.658 -1.079 0.380
H 0.023 -1.789 -0.415 0.354
H -2.240 -1.008 -0.406 0.320
H 0.450 1.199 -2.580 0.399
H -0.377 0.719 -1.207 0.215
H -1.829 0.232 0.916 0.301
H 0.489 -1.939 2.293 0.322
```

Properties
Frontier orbital gap, eV: 10.1
E_LUMO, eV: -4.04
M, g mol⁻¹: 76.1
Calculated total energy, eV: -6802.931
Net charge: +1
Energy relative to the best compared isomer or geometry (same formula, charge and spin), eV: 1.380

***

Here is a 4-piece molecular cluster, C3H10N2O3 overall from the OMol25 dataset. Energies are from wB97M-V/def2-TZVPD.

```
18
Properties=species:S:1:pos:R:3:mulliken_charge:R:1
O -1.534 -1.417 2.418 -0.660
O -0.816 -0.419 -3.017 -0.637
O -2.860 0.835 -0.480 -0.605
N 2.171 1.264 0.152 -0.588
N 0.448 -0.044 0.585 0.173
C 0.980 1.211 0.697 -0.128
C 2.445 -0.006 -0.287 -0.478
C 1.418 -0.853 0.049 -0.296
H -1.091 -2.206 2.665 0.309
H 0.495 1.814 1.447 0.344
H 3.425 -0.231 -0.663 0.407
H -2.875 1.778 -0.684 0.319
H -2.563 0.820 0.435 0.293
H 0.089 -0.399 -2.740 0.312
H -1.306 -0.648 -2.225 0.314
H 1.186 -1.889 -0.120 0.402
H -0.472 -0.306 0.903 0.186
H -2.402 -1.643 2.043 0.332
```

Properties
Frontier orbital gap, eV: 9.0
E_LUMO, eV: 0.09
M, g mol⁻¹: 122.1
Calculated total energy, eV: -12395.523
Energy relative to the best compared isomer or geometry (same formula, charge and spin), eV: 1.212
SMILES: c1c[nH]cn1.O.O.O

***

Max |F|
In order: 3.56, 1.45, 7.55, 2.98, 1.51, 0.82, 2.02
Unit: eV/A